This record from OMol25 describes a structure of composition C26H35NO3SiV. The level of theory is ωB97M-V/def2-TZVPD.

Geometry (Å):
C  3.57950  -0.09616  -0.34418
C  2.56168  -1.53732  3.12083
C  0.11494  -3.64124  1.57278
H  5.77140  0.54192  -2.82801
H  3.58580  1.31744  2.96871
C  -1.83606  5.43810  -2.00507
C  0.04871  -0.13791  3.93487
C  -1.21984  -2.14833  0.05197
H  -0.10160  4.92436  2.39115
H  -2.49692  4.44344  -6.17619
H  0.43019  -0.16691  4.96043
O  -0.27558  2.39045  1.37641
H  -1.54462  5.86383  0.02608
H  -0.62194  0.72046  3.84881
H  2.82881  -2.16612  -2.51252
H  1.16521  -3.84577  1.77240
C  -0.93899  2.81152  -1.41513
H  -1.27290  2.40953  -3.48155
C  2.50087  0.90534  -2.10982
C  3.67232  1.00246  -2.83943
H  2.57191  1.47387  4.40039
H  -1.37856  3.87043  2.96953
H  1.81163  -3.24320  -3.46314
H  3.21149  -1.29190  3.96641
H  2.20291  2.41074  2.94983
C  -1.34111  3.18238  -2.72884
C  2.55080  1.43802  3.30606
C  -1.04698  3.79931  -0.37615
C  -1.41372  -1.45890  -1.13748
V  0.62231  0.81902  0.28860
C  -0.76474  3.47660  0.98987
H  -3.16472  -0.40911  -0.45681
C  0.93132  -2.89385  -0.68478
C  1.83440  -2.27990  -2.94929
H  3.48766  -0.49688  0.65655
H  3.66571  1.45755  -3.81956
H  -0.55185  -1.03867  3.77987
H  1.55551  1.27422  -2.49203
H  -2.79985  3.07925  -5.07468
H  1.93929  -2.37873  3.43234
C  -0.40574  -1.50046  -2.10139
H  -1.98510  -2.10975  0.82054
Si  1.47069  -0.01834  2.65909
H  -1.12752  3.55032  -5.47486
H  1.69710  -1.50147  -3.69965
C  -0.05435  -2.87644  0.29096
H  -0.29118  -3.08436  2.41724
C  0.76595  -2.21639  -1.89213
H  5.66626  -0.49264  -0.55713
H  -1.77501  5.21868  1.88457
O  -0.51173  1.61374  -1.23632
H  -0.41173  -4.59694  1.51962
H  3.20410  -1.90515  2.31477
H  -0.54180  -0.95333  -3.02869
C  -1.49061  5.09887  -0.73441
O  -2.15698  4.87016  -4.24204
C  -2.13911  3.92142  -5.29333
C  4.83591  0.49284  -2.28656
C  4.78229  -0.08080  -1.02318
H  1.85232  -3.43826  -0.50125
H  -2.16585  6.43340  -2.26611
H  -2.47196  0.21916  -1.95238
N  2.45407  0.39630  -0.87604
C  -1.77104  4.45285  -3.01643
C  -1.04485  4.45007  2.11110
C  -2.68154  -0.69099  -1.39250
H  -3.38821  -1.29611  -1.96535

The calculated total energy is -2525.73694 hartree. The spin multiplicity is 4. Its frontier orbital gap (alpha / beta) is 6.802 / 6.555 eV. As for the expectation value of S²: 3.762. For the largest force on an atom, the calculation gives 0.65 eV Å⁻¹.


This record from OMol25 describes a structure of composition C18H18BCuIN4S2. The level of theory is ωB97M-V/def2-TZVPD.

Geometry (Å):
S  1.99787  0.15390  -0.03313
H  3.58980  2.92612  1.18749
S  -0.64129  2.35860  -0.18998
H  -1.96552  1.02616  2.47006
C  0.68286  -2.78095  0.12109
C  -2.90235  -4.89408  -0.36834
C  -4.07463  -4.25089  -0.63113
C  1.77102  0.21233  -3.16951
C  -4.08827  -2.84397  -0.72590
C  2.45027  3.51552  -1.92438
H  -2.15402  2.27027  3.72747
N  1.38971  3.04566  1.57034
H  -2.87338  -5.97420  -0.28853
Cu  -0.26432  -0.04145  -0.18424
H  2.69416  4.58090  0.50872
B  2.62104  3.38685  0.64568
H  -5.01308  -2.32308  -0.93196
N  2.43686  2.77639  -0.76771
C  2.19304  1.50535  -1.09026
C  -0.48864  -4.88193  0.06566
H  -0.51713  -5.96248  0.13490
H  1.60176  -4.71335  0.40948
C  -1.87177  2.08859  2.69355
H  1.69699  0.46892  -4.22318
C  0.67315  -4.19040  0.21732
C  -1.66832  -2.76192  -0.28045
H  1.64479  -2.29922  0.23090
H  0.09150  2.78487  4.56268
H  0.82792  -0.21418  -2.82756
N  -0.50345  2.52881  2.51591
C  0.13171  2.66514  1.32808
C  0.37672  2.83038  3.52759
C  1.54812  3.15172  2.93128
I  -2.91703  -0.07810  -0.63456
C  -1.69046  -4.18151  -0.19319
H  -2.52707  2.64745  2.02925
H  2.14998  2.86206  -4.02291
H  2.61651  4.57620  -1.90047
C  2.21765  2.68225  -2.96564
C  -0.44577  -2.02618  -0.11224
H  2.55979  -0.52273  -3.01971
H  -4.99295  -4.80616  -0.76422
N  2.06787  1.42256  -2.43086
C  -2.92595  -2.15486  -0.55181
H  2.49430  3.43466  3.35443

The calculated total energy is -3675.21945 hartree. The spin multiplicity is 2. Its frontier orbital gap (alpha / beta) is 7.760 / 6.984 eV. As for the expectation value of S²: 0.757. For the largest force on an atom, the calculation gives 0.46 eV Å⁻¹.


This record from OMol25 describes an isolated molecule of CH5IP2 in a non-equilibrium geometry. The level of theory is ωB97M-V/def2-TZVPD.

Geometry (Å):
H  -0.31676  0.12966  1.80563
H  0.05021  2.03395  -1.15716
C  -0.29098  0.06032  0.59133
H  0.15780  -1.71258  -1.19402
H  -0.14208  2.30217  0.68537
H  -0.10516  -2.47572  0.49136
P  0.83754  -1.45842  -0.00146
P  0.72614  1.53613  -0.04083
I  -2.36371  -0.02677  0.00605

The calculated total energy is -1021.41919 hartree. Its frontier orbital gap is 9.147 eV. For the largest force on an atom, the calculation gives 3.13 eV Å⁻¹. Its structure (SMILES) is PC(P)I.


This record from OMol25 describes a cluster of 3 separate species, C3H14N2O2 in total in a non-equilibrium geometry. The level of theory is ωB97M-V/def2-TZVPD.

Geometry (Å):
H  -3.23738  1.10834  0.78674
C  1.02735  0.11925  -0.80437
H  1.68137  -1.78926  -1.69543
N  1.54880  -0.31108  -3.16618
H  -0.82722  -1.94724  0.11979
H  0.14795  -1.53108  -2.09630
N  -0.80426  -0.98705  0.47403
H  1.26273  -1.21207  0.80245
H  -1.73348  0.56158  1.07500
H  -1.40512  2.50958  4.62892
C  1.03581  -0.92617  -1.89149
H  2.49568  0.00653  -2.98831
H  0.60858  0.30331  1.36063
O  -1.62489  1.64436  4.24857
H  2.03348  0.55456  -0.69449
C  0.55306  -0.42918  0.55127
O  -2.32995  1.32896  1.01570
H  -1.06886  1.66829  3.44612
H  0.46593  1.00469  -1.11593
H  -1.38753  -0.57494  -0.25278
H  1.55794  -1.10137  -3.80392

The calculated total energy is -382.61297 hartree. The spin multiplicity is 2. Its frontier orbital gap (alpha / beta) is 2.242 / 9.086 eV. As for the expectation value of S²: 0.750. The total charge is -1. For the largest force on an atom, the calculation gives 1.88 eV Å⁻¹.